1.
Density functional theory data (ωB97M-V with the def2-TZVPD basis set) for a molecular structure, C33H46BrN3O5SSbSr in a non-equilibrium geometry.

Structure (ORCA input):
```
! wB97M-V def2-TZVPD RIJCOSX def2/J DEFGRID3
* xyz -1 1
Sr 0.73 0.70 1.65
C 2.71 -5.05 -2.91
C 2.88 -4.43 -1.55
C 4.07 -4.55 -0.82
C 4.18 -3.97 0.43
C 3.07 -3.27 0.91
Br 3.17 -2.47 2.62
N 1.96 -3.14 0.25
C 1.86 -3.71 -0.95
H 3.20 -6.02 -2.97
H 3.15 -4.41 -3.69
H 1.65 -5.18 -3.15
H 4.91 -5.10 -1.24
H 5.08 -4.04 1.02
H 0.91 -3.59 -1.47
C -6.01 2.39 5.23
C -4.75 2.50 4.41
C -4.35 1.47 3.57
C -3.20 1.57 2.81
C -2.43 2.72 2.89
C -2.79 3.76 3.74
C -3.95 3.64 4.49
S -0.85 2.77 2.09
O -1.04 1.88 0.90
O -0.56 4.14 1.76
N 0.04 2.05 3.12
C 1.28 2.67 3.70
C 2.62 2.04 3.18
O 3.63 2.73 3.29
O 2.54 0.84 2.72
H -6.63 1.55 4.89
H -6.61 3.30 5.15
H -5.78 2.23 6.28
H -4.95 0.57 3.51
H -2.89 0.75 2.16
H -2.17 4.64 3.81
H -4.24 4.45 5.16
H 1.29 2.52 4.77
H 1.32 3.74 3.54
C -1.18 -2.45 -3.23
C 0.04 -1.63 -3.68
C -0.14 -1.15 -5.11
Sb 0.44 -0.19 -2.11
C -0.47 1.62 -2.88
C 0.12 2.19 -4.17
C -1.98 1.42 -2.97
C 2.52 0.29 -2.55
C 3.43 -0.35 -1.49
C 3.00 -0.10 -3.95
H -1.30 -3.34 -3.86
H -2.10 -1.87 -3.32
H -1.11 -2.78 -2.19
H 0.92 -2.27 -3.63
H -1.03 -0.52 -5.21
H -0.28 -2.01 -5.78
H 0.71 -0.59 -5.48
H -0.26 2.33 -2.07
H -0.08 1.55 -5.02
H 1.20 2.33 -4.10
H -0.32 3.17 -4.39
H -2.24 0.68 -3.74
H -2.49 2.36 -3.24
H -2.40 1.07 -2.03
H 2.56 1.37 -2.44
H 3.50 -1.43 -1.65
H 3.07 -0.20 -0.48
H 4.44 0.06 -1.55
H 2.94 -1.18 -4.11
H 4.05 0.19 -4.08
H 2.42 0.39 -4.73
N -5.23 -4.12 3.46
C -4.24 -3.67 3.11
C -2.98 -3.09 2.67
C -1.92 -2.95 3.56
C -0.76 -2.31 3.14
C -0.56 -1.77 1.85
C -1.65 -2.01 0.98
C -2.83 -2.65 1.35
H -2.02 -3.31 4.58
H 0.05 -2.24 3.87
H -1.58 -1.67 -0.05
H -3.64 -2.78 0.65
C 1.97 4.27 -0.33
C 2.06 3.00 0.49
O 1.36 1.87 -0.10
H 2.55 5.05 0.16
H 0.94 4.61 -0.39
H 2.35 4.10 -1.34
H 1.62 3.25 1.47
H 3.10 2.73 0.67
H 0.42 2.04 0.19
*
```

## Properties
* strongest force on any atom: 0.2028 hartree/bohr
* relative energy (zero: lowest compared OMol25 entry of this formula, charge and spin): 101.6 kcal per mole
* Kohn-Sham gap: 6.61 eV
* E: -5068.67887 Ha
* lowest unoccupied orbital energy: 2.3 eV

***

2.
Density functional theory data (ωB97M-V with the def2-TZVPD basis set) for 22 unconnected molecules or ions with the total composition C33H46Cl63N2.

Structure (ORCA input):
```
! wB97M-V def2-TZVPD RIJCOSX def2/J DEFGRID3
* xyz -1 1
C 0.57 2.02 -0.15
C -0.74 1.33 0.20
C -1.15 0.34 -0.90
C -2.61 -0.11 -0.81
C -2.82 -1.38 0.03
C -2.15 -2.64 -0.55
C -1.78 -3.66 0.54
C -0.36 -3.45 1.07
C 0.78 -3.75 0.05
C 0.68 -5.11 -0.67
N 1.52 -5.34 -1.82
C 1.21 -4.44 -2.89
C 2.48 -3.96 -3.56
N 3.32 -3.11 -3.10
H 1.11 2.41 0.72
H 0.38 2.83 -0.86
H 1.24 1.31 -0.64
H -1.54 2.08 0.29
H -0.69 0.82 1.17
H -0.95 0.83 -1.87
H -0.47 -0.52 -0.85
H -3.19 0.69 -0.31
H -3.04 -0.24 -1.81
H -2.51 -1.20 1.07
H -3.90 -1.57 0.07
H -2.88 -3.09 -1.23
H -1.27 -2.38 -1.15
H -1.93 -4.67 0.17
H -2.49 -3.52 1.37
H -0.21 -4.04 1.98
H -0.28 -2.39 1.35
H 0.84 -2.91 -0.66
H 1.72 -3.76 0.61
H 0.96 -5.87 0.08
H -0.39 -5.32 -0.91
H 0.58 -3.57 -2.62
H 0.65 -4.97 -3.72
H 2.69 -4.44 -4.54
H 4.07 -3.06 -3.79
C -5.84 -1.25 -3.13
Cl -6.48 -0.08 -1.96
Cl -4.63 -0.50 -4.17
Cl -5.14 -2.64 -2.32
H -6.66 -1.59 -3.75
C -0.91 -1.50 -6.45
Cl -1.69 -2.34 -7.80
Cl -1.90 -0.14 -5.91
Cl -0.58 -2.60 -5.12
H 0.04 -1.11 -6.80
C -0.72 5.58 -2.87
Cl -1.43 4.04 -2.40
Cl 0.07 6.34 -1.48
Cl 0.41 5.38 -4.21
H -1.52 6.23 -3.19
C 2.47 -4.35 4.03
Cl 1.70 -2.77 4.03
Cl 1.24 -5.63 4.05
Cl 3.55 -4.56 2.66
H 3.05 -4.44 4.95
C -4.97 0.45 3.24
Cl -5.04 0.92 1.55
Cl -4.86 -1.30 3.40
Cl -3.64 1.26 4.07
H -5.89 0.78 3.71
C 0.25 -2.24 8.16
Cl 1.72 -1.61 8.90
Cl -0.59 -0.99 7.24
Cl 0.61 -3.62 7.12
H -0.40 -2.57 8.95
C 4.86 -0.87 -0.81
Cl 5.59 -1.08 0.80
Cl 3.97 0.65 -0.87
Cl 6.12 -0.91 -2.05
H 4.17 -1.69 -0.99
C -7.21 4.44 2.90
Cl -7.30 2.89 3.76
Cl -6.13 5.55 3.73
Cl -6.71 4.20 1.23
H -8.20 4.87 2.90
C 2.73 -9.13 4.44
Cl 1.92 -10.70 4.39
Cl 3.19 -8.71 6.10
Cl 4.12 -9.10 3.37
H 2.02 -8.38 4.09
C -7.42 -4.51 -5.57
Cl -8.18 -3.37 -4.46
Cl -6.16 -3.71 -6.50
Cl -6.78 -5.90 -4.70
H -8.18 -4.86 -6.26
C -6.19 -3.13 6.66
Cl -6.36 -4.01 5.15
Cl -4.61 -2.36 6.78
Cl -7.48 -1.93 6.83
H -6.28 -3.84 7.48
C 5.22 1.69 4.79
Cl 6.68 1.02 5.55
Cl 5.27 3.45 4.82
Cl 5.05 1.06 3.16
H 4.37 1.37 5.37
C 9.35 -1.52 5.34
Cl 9.18 -2.80 6.54
Cl 10.85 -0.61 5.59
Cl 9.28 -2.17 3.70
H 8.52 -0.83 5.45
C 0.45 -0.34 -11.05
Cl 0.91 -0.43 -9.35
Cl -0.87 0.79 -11.29
Cl 1.84 0.09 -12.05
H 0.12 -1.33 -11.36
C 2.60 10.14 0.77
Cl 3.35 9.85 2.34
Cl 1.74 11.68 0.75
Cl 3.80 10.07 -0.53
H 1.88 9.35 0.59
C -8.75 3.01 -3.34
Cl -9.37 1.40 -3.71
Cl -8.54 3.21 -1.60
Cl -7.24 3.32 -4.20
H -9.48 3.74 -3.67
C -6.38 1.39 8.82
Cl -6.53 -0.14 9.70
Cl -5.30 2.49 9.68
Cl -5.83 1.13 7.17
H -7.36 1.85 8.79
C 2.01 6.45 5.09
Cl 1.67 6.90 3.43
Cl 2.11 4.70 5.26
Cl 3.51 7.21 5.65
H 1.20 6.81 5.71
C 6.27 13.63 0.75
Cl 6.10 13.58 -1.00
Cl 5.71 15.18 1.39
Cl 5.40 12.30 1.50
H 7.32 13.53 0.99
C 5.31 0.32 -10.89
Cl 5.66 -1.19 -10.04
Cl 5.97 1.70 -10.01
Cl 5.93 0.27 -12.54
H 4.24 0.43 -10.95
C 8.35 -2.28 -4.98
Cl 6.63 -2.52 -4.76
Cl 9.15 -3.76 -5.51
Cl 8.67 -0.96 -6.12
H 8.78 -2.00 -4.02
*
```

## Properties
* strongest force on any atom: 0.0143 hartree/bohr
* Kohn-Sham gap: 3.10 eV
* E: -30386.45074 Ha
* lowest unoccupied orbital energy: 1.3 eV

***

3.
Density functional theory data (ωB97M-V with the def2-TZVPD basis set) for a molecular structure, C33H46ErNO2P2S in a non-equilibrium geometry.

Structure (ORCA input):
```
! wB97M-V def2-TZVPD RIJCOSX def2/J DEFGRID3
* xyz 0 4
Er -0.15 0.37 -1.10
C -4.36 -1.80 -1.88
C -3.21 -2.43 -1.08
C -3.48 -2.22 0.42
P -1.59 -1.67 -1.56
C -1.31 -2.19 -3.31
C -1.30 -3.69 -3.59
C -0.04 -1.55 -3.86
C -0.27 -2.65 -0.56
C -0.52 -4.03 -0.38
C 0.27 -4.84 0.44
C -0.04 -6.30 0.60
C 1.28 -4.25 1.17
C 1.55 -2.89 1.01
C 0.88 -2.06 0.09
N 1.21 -0.75 -0.06
C 2.43 -0.13 -0.04
C 3.65 -0.84 0.03
C 4.90 -0.23 0.17
C 5.01 1.15 0.19
C 6.34 1.82 0.34
C 3.85 1.90 -0.02
C 2.57 1.32 -0.16
P 1.18 2.52 -0.69
C 1.21 3.99 0.40
C 2.18 5.13 0.06
C 1.32 3.62 1.88
C 1.77 3.08 -2.36
C 2.16 1.90 -3.26
C 0.67 3.89 -3.06
H -5.32 -2.23 -1.57
H -4.26 -2.00 -2.95
H -4.41 -0.72 -1.74
H -3.22 -3.50 -1.28
H -3.51 -1.16 0.68
H -2.72 -2.70 1.04
H -4.45 -2.66 0.69
H -2.15 -1.77 -3.88
H -0.42 -4.18 -3.17
H -1.27 -3.87 -4.67
H -2.19 -4.19 -3.21
H 0.86 -1.87 -3.33
H -0.10 -0.46 -3.80
H 0.09 -1.80 -4.92
H -1.36 -4.50 -0.89
H -0.57 -6.69 -0.28
H -0.66 -6.46 1.49
H 0.89 -6.88 0.70
H 1.87 -4.82 1.88
H 2.32 -2.45 1.65
H 3.64 -1.93 -0.03
H 5.78 -0.86 0.25
H 7.03 1.18 0.91
H 6.24 2.76 0.89
H 6.77 2.02 -0.64
H 3.97 2.97 -0.12
H 0.21 4.42 0.27
H 3.23 4.85 0.19
H 1.99 5.98 0.72
H 2.05 5.49 -0.96
H 2.32 3.24 2.13
H 0.59 2.86 2.16
H 1.14 4.50 2.50
H 2.66 3.70 -2.24
H 1.34 1.18 -3.36
H 3.03 1.36 -2.88
H 2.42 2.25 -4.27
H -0.22 3.28 -3.24
H 1.03 4.25 -4.03
H 0.37 4.76 -2.47
O -4.41 0.93 7.11
C -4.74 1.72 6.06
O -5.59 2.59 6.13
C -3.93 1.46 4.84
C -3.68 2.52 3.97
C -2.92 2.32 2.81
C -2.42 1.05 2.53
S -1.49 0.80 1.11
C -2.67 -0.02 3.39
C -3.44 0.18 4.54
H -3.59 0.42 6.97
H -4.08 3.51 4.18
H -2.74 3.15 2.14
H -2.28 -1.01 3.15
H -3.66 -0.68 5.16
H -1.49 1.47 -2.13
*
```

## Properties
* strongest force on any atom: 0.0846 hartree/bohr
* expectation value of S²: 3.753
* Kohn-Sham gap (alpha / beta): 7.24 / 7.34 eV
* E: -3586.21868 Ha
* lowest unoccupied orbital energy (alpha / beta): 0.2 / 0.3 eV

***

4.
Density functional theory data (ωB97M-V with the def2-TZVPD basis set) for 4 unconnected molecules or ions with the total composition C33H46N6O4 in a non-equilibrium geometry.

Structure (ORCA input):
```
! wB97M-V def2-TZVPD RIJCOSX def2/J DEFGRID3
* xyz 4 1
C 0.89 19.29 5.15
N 1.26 20.10 3.98
C 1.18 19.59 2.69
C 1.48 20.39 1.63
C 1.87 21.72 1.83
C 1.97 22.19 3.12
C 1.66 21.38 4.20
C 2.13 22.65 0.62
C 1.55 23.90 0.52
C 1.51 24.56 -0.71
N 2.08 24.06 -1.79
C 2.73 22.86 -1.69
C 2.80 22.17 -0.51
C 2.00 24.74 -3.09
H 1.73 19.40 5.84
H 0.75 18.20 4.86
H 0.02 19.67 5.68
H 1.01 18.54 2.60
H 1.30 20.07 0.60
H 2.35 23.22 3.37
H 1.73 21.61 5.23
H 0.97 24.40 1.31
H 1.03 25.58 -0.82
H 3.21 22.49 -2.62
H 3.30 21.25 -0.58
H 1.15 24.44 -3.69
H 2.92 24.65 -3.61
H 1.91 25.81 -2.83
C 0.42 23.34 11.62
N -0.60 22.40 12.20
C -0.70 21.13 11.81
C -1.42 20.18 12.50
C -2.19 20.64 13.56
C -2.22 22.01 13.84
C -1.42 22.87 13.17
C -3.08 19.77 14.38
C -4.46 19.96 14.46
C -5.15 19.16 15.31
N -4.56 18.18 16.02
C -3.25 17.96 15.97
C -2.45 18.76 15.16
C -5.38 17.32 16.86
H 0.26 24.36 12.02
H 0.43 23.30 10.60
H 1.40 22.90 11.84
H -0.09 20.85 10.92
H -1.46 19.13 12.20
H -2.80 22.50 14.63
H -1.32 23.92 13.26
H -4.93 20.74 13.91
H -6.21 19.27 15.39
H -2.81 17.28 16.68
H -1.38 18.64 15.10
H -5.00 17.39 17.89
H -5.28 16.28 16.56
H -6.38 17.72 16.87
C 2.62 25.23 5.17
C 2.64 26.43 6.19
C 1.73 26.20 7.39
C 2.07 27.07 8.53
C 3.51 26.91 8.97
C 4.58 27.11 7.87
N 4.11 26.62 6.58
O 4.95 26.50 5.68
C 5.86 26.40 8.16
C 4.84 28.67 7.63
C 2.31 27.78 5.48
H 3.03 24.27 5.58
H 3.32 25.43 4.33
H 1.62 25.09 4.77
H 1.79 25.14 7.75
H 0.75 26.35 7.01
H 1.40 26.85 9.40
H 1.88 28.14 8.33
H 3.63 25.91 9.34
H 3.71 27.60 9.79
H 5.63 25.46 8.66
H 6.52 26.97 8.84
H 6.55 26.09 7.40
H 3.93 29.14 7.35
H 5.57 28.73 6.81
H 5.22 29.07 8.56
H 2.90 28.03 4.56
H 2.44 28.70 6.16
H 1.27 27.81 5.08
N 0.98 22.12 8.04
O 1.48 23.19 7.68
O 1.05 21.16 7.29
O 0.25 22.11 9.03
*
```

## Properties
* strongest force on any atom: 0.0758 hartree/bohr
* Kohn-Sham gap: 6.26 eV
* E: -1913.04649 Ha
* lowest unoccupied orbital energy: -10.1 eV

***

5.
Density functional theory data (ωB97M-V with the def2-TZVPD basis set) for 6 unconnected molecules or ions with the total composition C33H46N8P in a non-equilibrium geometry.

Structure (ORCA input):
```
! wB97M-V def2-TZVPD RIJCOSX def2/J DEFGRID3
* xyz 1 1
C 6.05 0.79 1.63
C 5.57 -0.60 1.95
C 6.30 -1.68 1.48
C 5.91 -2.98 1.72
C 4.77 -3.23 2.46
C 4.02 -2.17 2.93
C 4.40 -0.85 2.68
C 3.58 0.34 3.16
C 2.17 0.02 3.67
C 1.63 1.22 4.45
N 1.33 2.15 3.33
C 0.99 1.33 2.28
N 0.48 1.80 1.17
N 1.18 0.00 2.53
P -0.45 -0.76 2.73
C -0.35 -1.75 4.25
C -0.59 -2.04 1.45
H 7.14 0.83 1.71
H 5.64 1.56 2.29
H 5.78 1.05 0.60
H 7.20 -1.49 0.90
H 6.51 -3.79 1.31
H 4.46 -4.25 2.67
H 3.13 -2.39 3.50
H 3.48 1.00 2.30
H 4.11 0.91 3.93
H 2.13 -0.92 4.22
H 2.30 1.63 5.19
H 0.67 1.02 4.93
H 2.03 2.84 3.11
H 0.43 1.24 0.33
H 0.17 2.75 1.14
H -0.41 -1.13 5.14
H 0.51 -2.42 4.30
H -1.24 -2.38 4.22
H -1.59 -2.45 1.57
H -0.50 -1.60 0.46
H 0.13 -2.86 1.56
N 0.10 0.41 -2.59
C 1.18 0.61 -3.41
C 0.97 1.78 -4.09
C -0.28 2.30 -3.68
C -0.80 1.44 -2.75
H -0.03 -0.38 -1.98
H 1.99 -0.09 -3.44
H 1.64 2.21 -4.82
H -0.75 3.20 -4.03
H -1.72 1.47 -2.20
N -2.65 5.37 -5.43
C -3.02 6.22 -6.44
C -4.10 5.67 -7.08
C -4.40 4.45 -6.42
C -3.50 4.29 -5.41
H -1.89 5.52 -4.80
H -2.48 7.13 -6.62
H -4.62 6.10 -7.92
H -5.20 3.77 -6.66
H -3.38 3.51 -4.68
N -2.15 0.05 7.50
C -1.70 0.58 8.68
C -1.56 -0.44 9.58
C -1.94 -1.64 8.92
C -2.30 -1.31 7.64
H -2.36 0.57 6.67
H -1.53 1.64 8.78
H -1.23 -0.34 10.60
H -1.96 -2.63 9.34
H -2.65 -1.92 6.83
N -3.42 -0.40 -3.86
C -4.70 -0.22 -3.41
C -5.54 -0.25 -4.49
C -4.74 -0.46 -5.64
C -3.44 -0.56 -5.23
H -2.60 -0.41 -3.29
H -4.91 -0.08 -2.36
H -6.61 -0.12 -4.46
H -5.08 -0.54 -6.66
H -2.53 -0.72 -5.78
N -1.14 -2.92 -4.09
C 0.09 -3.05 -3.49
C 0.78 -4.02 -4.16
C -0.05 -4.50 -5.21
C -1.23 -3.80 -5.14
H -1.86 -2.29 -3.81
H 0.36 -2.45 -2.65
H 1.78 -4.36 -3.93
H 0.18 -5.26 -5.93
H -2.12 -3.85 -5.74
*
```

## Properties
* strongest force on any atom: 0.0218 hartree/bohr
* Kohn-Sham gap: 6.55 eV
* E: -2064.20452 Ha
* lowest unoccupied orbital energy: -3.1 eV